No. 1
{
  "formula": "C4H9ClN2S",
  "method": "ωB97M-V/def2-TZVPD",
  "species": ["C", "N", "C", "N", "C", "C", "S", "Cl", "H", "H", "H", "H", "H", "H", "H", "H", "H"],
  "positions_angstrom": [[1.443752, 0.786168, 0.328495], [0.410755, -0.096792, 0.658434], [0.755345, -1.439568, 0.820734], [-0.794233, -0.038775, -0.109111], [-0.670377, 0.152782, -1.571919], [-1.915359, 0.761031, 0.543217], [-3.222517, 1.222552, -0.240213], [-1.881478, 0.940192, 2.201168], [2.111197, 0.864143, 1.247390], [1.906974, 0.320862, -0.615595], [0.993588, 1.697853, -0.044983], [1.620083, -1.495633, 1.353366], [0.067569, -2.049864, 1.314963], [0.866377, -1.995109, -0.165216], [-0.427124, 1.155239, -1.811957], [0.257404, -0.487209, -1.832363], [-1.521955, -0.297874, -2.076413]],
  "forces_ev_per_a": [[1.349, -0.634, -1.426], [-3.742, -0.179, 0.698], [-0.367, -1.354, -2.855], [-1.965, 2.761, 1.904], [1.900, -2.743, 0.922], [2.316, -2.368, -2.367], [-0.707, 0.424, -1.108], [0.893, -0.120, 1.474], [-0.497, 0.293, -1.628], [0.682, 0.909, 1.240], [0.263, 0.590, 0.583], [2.750, -0.271, 1.355], [-1.605, -0.398, 1.092], [0.412, 0.612, 0.573], [-0.244, 1.077, -0.571], [-1.454, 0.917, 0.142], [0.013, 0.485, -0.030]],
  "mulliken_charge": [-0.962, 0.071, -0.895, 0.005, -1.012, 0.234, -0.292, -0.096, 0.329, 0.295, 0.295, 0.400, 0.295, 0.271, 0.370, 0.341, 0.352],
  "e_tot_ha": -1125.6010,
  "e_homo_ev": -8.567,
  "e_lumo_ev": 0.21,
  "e_above_lowest_ev": 1.988,
  "smiles": "CN(C)N(C)C(=S)Cl"
}


No. 2
{
  "formula": "C4H9ClNO2",
  "method": "ωB97M-V/def2-TZVPD",
  "species": ["C", "C", "C", "C", "N", "O", "O", "Cl", "H", "H", "H", "H", "H", "H", "H", "H", "H"],
  "positions_angstrom": [[0.393551, -1.463032, 0.331322], [1.665765, 0.212110, -0.931120], [-0.991425, 1.608521, 0.207171], [-1.525513, -2.300067, 1.107129], [0.419373, -0.259764, -0.270150], [1.415840, -2.261810, 0.516785], [-0.756884, 0.413936, -0.556792], [-0.961558, -3.676201, 1.898006], [1.410897, 0.224568, -1.915439], [2.410480, -0.534522, -0.786261], [1.760362, 1.210911, -0.551553], [-0.502521, 2.469827, -0.074211], [-1.105450, 1.442967, 1.259777], [-2.016003, 1.966229, -0.050501], [-1.922888, -1.438915, 1.797967], [-1.958833, -2.367426, 0.198072], [1.318638, -2.944163, 1.265047]],
  "forces_ev_per_a": [[3.063, 3.211, -1.320], [-1.480, 0.161, 2.037], [-3.095, -0.598, 0.265], [-3.008, 1.087, 5.552], [0.725, -3.442, 1.603], [-0.889, 0.537, 0.275], [0.118, -0.555, -0.085], [-0.029, 0.005, -0.098], [-0.472, 0.293, -3.037], [0.879, 0.002, 0.530], [1.024, 0.356, 0.128], [2.350, 1.391, -0.513], [0.742, -0.313, 0.637], [0.339, -1.035, -0.292], [1.085, -1.770, -1.306], [-1.028, -0.576, -3.024], [-0.323, 1.245, -1.351]],
  "lowdin_spin": [0.680, 0.029, -0.001, 0.756, 0.055, 0.159, 0.003, 0.230, 0.002, 0.004, 0.001, 0.000, 0.000, 0.000, 0.022, 0.042, 0.017],
  "e_tot_ha": -822.6671,
  "spin_multiplicity": 3,
  "e_homo_ev": [-11.281, -15.289],
  "e_lumo_ev": [-4.13, -7.65],
  "s_squared": 2.012,
  "total_charge": 1
}


Q: Which formula does entry 1 have?
A: C4H9ClN2S